Entry 1:
3 unconnected molecules or ions with the total composition C11H25FO4PS at a distorted geometry. Source: the OMol25 dataset; level of theory: ωB97M-V/def2-TZVPD.

Last column: natural (NBO) charge in e.
CARTESIAN COORDINATES (ANGSTROEM)
S 0.922 -0.243 1.707  -0.19
P -0.311 -1.185 3.140  0.80
F -2.819 -1.052 4.009  -0.34
O -0.168 3.454 -0.623  -0.58
O -1.405 -3.836 -0.994  -0.53
O -3.284 -2.839 -1.566  -0.57
O 1.584 4.777 -0.792  -0.49
C -2.010 -0.400 3.056  -0.04
C -2.618 0.640 0.700  -0.62
C 1.599 2.957 0.854  -0.74
C 0.957 -3.676 -1.508  -0.63
C -1.789 -3.233 -3.350  -0.75
C 2.788 5.350 -0.264  -0.07
C -2.234 -3.309 -1.916  0.80
C -0.227 -4.595 -1.301  -0.07
C -2.695 -0.633 1.654  -0.46
C 0.925 3.763 -0.222  0.80
C 4.010 4.593 -0.741  -0.64
H -1.131 -4.046 -3.650  0.22
H 0.807 -3.009 -2.359  0.22
H 4.923 5.072 -0.382  0.23
H -3.213 0.356 -0.209  0.25
H -1.295 -2.275 -3.521  0.25
H -1.576 0.897 0.397  0.22
H 0.855 -0.894 0.493  0.23
H -0.388 -2.581 2.884  0.09
H 2.118 2.114 0.395  0.23
H -0.044 -5.231 -0.435  0.20
H -1.896 0.676 3.333  0.23
H 4.004 3.558 -0.392  0.20
H 1.869 -4.250 -1.678  0.23
H 2.826 6.371 -0.644  0.21
H -0.393 -5.265 -2.146  0.19
H 4.035 4.560 -1.831  0.23
H -2.670 -3.298 -3.986  0.26
H 1.094 -3.045 -0.627  0.18
H -3.786 -0.785 1.874  0.27
H 2.293 3.530 1.466  0.23
H 0.832 2.582 1.529  0.23
H -2.311 -1.563 1.150  0.23
H 2.741 5.427 0.824  0.18
H -3.135 1.485 1.227  0.22
H 0.218 -0.918 4.445  0.10

Force components x, y, z for each atom (eV/Å):
S 0.32 0.07 0.45
P -0.52 0.22 -0.95
F 1.10 0.51 -0.23
O 0.14 0.07 0.00
O -0.04 -0.24 0.67
O 0.33 -0.09 0.36
O -0.30 0.29 -0.09
C -1.19 -0.69 -0.60
C -0.40 -1.04 0.31
C 0.03 0.24 0.64
C 0.02 0.14 -0.20
C -0.06 -0.53 -0.30
C 0.38 -0.05 0.01
C -0.34 0.40 -0.53
C 0.20 0.09 -0.11
C 0.13 0.89 -0.27
C -0.11 -0.18 -0.20
C -0.02 -0.20 -0.04
H 0.17 0.13 0.04
H 0.02 -0.10 -0.03
H -0.04 0.00 -0.02
H 0.63 0.50 0.76
H 0.00 -0.04 0.00
H -0.90 0.00 0.28
H -0.64 -0.28 1.03
H -0.03 0.48 0.34
H 0.08 0.10 -0.01
H -0.22 0.07 0.03
H -0.12 -0.74 -0.19
H 0.05 0.06 0.08
H -0.02 0.04 0.05
H -0.23 -0.09 -0.06
H -0.04 0.13 -0.04
H 0.00 0.11 0.05
H 0.00 0.22 0.12
H 0.07 -0.10 0.07
H 1.11 -0.09 -0.01
H 0.19 -0.09 -0.15
H -0.05 -0.02 -0.21
H -0.36 0.80 0.44
H -0.05 -0.09 -0.03
H 0.66 -0.59 -0.66
H 0.05 -0.27 -0.81

Properties
spin multiplicity	1
lowest unoccupied orbital energy	-4.3123	eV
HOMO energy	-12.666	eV
Kohn-Sham gap	8.35	eV
charge	+1
total energy	-1574.1938	Ha



Entry 2:
A molecular structure, C44H69BMoN3O5P2 at a distorted geometry. Source: the OMol25 dataset; level of theory: ωB97M-V/def2-TZVPD.

Last column: Mulliken spin population.
CARTESIAN COORDINATES (ANGSTROEM)
Mo -0.163 0.605 -0.710  1.92
P -2.446 -0.721 2.957  0.01
P 1.993 1.103 0.422  -0.05
O -0.104 2.921 -2.059  -0.05
O -4.160 1.013 -1.856  0.00
O -2.081 0.313 -1.459  0.03
O -1.207 1.975 0.320  -0.10
O -2.395 3.659 1.165  0.02
N 0.610 -0.327 -2.071  -0.17
N -0.581 -2.058 1.349  0.02
N 1.534 -1.466 0.732  0.01
C 4.593 -1.808 -2.472  0.01
C 2.217 0.281 -5.677  0.18
C 2.966 -0.478 -4.782  -0.11
C -4.429 -0.208 1.094  0.00
C -2.950 1.189 -1.833  0.01
C -0.842 -1.727 4.940  0.00
C 0.090 -4.215 2.476  0.00
C -4.291 -0.444 2.600  0.00
C 1.075 -0.606 -3.276  0.13
C -0.777 4.126 -1.672  -0.01
C -2.995 -0.816 5.707  0.00
C -1.999 -2.053 1.691  0.01
C -1.933 3.029 0.224  -0.01
C -2.139 3.588 -1.201  0.01
C -1.495 -2.039 -3.498  0.01
C -2.895 -3.094 4.672  0.00
C 2.705 -3.446 1.748  0.00
C 2.477 -4.632 2.440  0.00
C 2.113 1.509 2.300  0.01
C 2.425 -1.029 -3.630  0.06
C -1.057 2.514 -3.062  0.00
C 2.370 -2.989 -1.958  0.00
C 0.235 -0.402 -4.461  0.10
C 1.190 -5.009 2.795  0.00
C 0.305 -3.021 1.806  0.01
C 3.147 1.805 -1.960  0.07
C -2.341 -1.671 4.619  0.00
C 4.728 1.973 -0.049  0.00
C 2.098 0.240 3.153  -0.01
C -1.122 -1.095 -4.641  -0.01
C -1.002 3.706 -4.022  0.00
C -2.419 2.551 -2.329  0.01
C 3.355 2.293 2.727  0.00
C -5.257 -1.553 3.014  0.00
C -2.290 -0.152 -4.957  0.00
C 0.829 0.163 -5.571  -0.12
C 3.270 2.172 -0.477  -0.07
C -0.932 4.878 -3.011  0.00
C 0.847 2.319 2.612  0.01
C 2.824 3.635 -0.349  0.03
C -4.652 0.875 3.300  0.00
C 3.191 -2.190 -2.985  0.02
C 1.620 -2.645 1.434  0.01
C 2.643 -0.641 0.318  0.03
B 0.145 -1.069 0.573  -0.11
H 1.611 -2.379 -1.472  0.01
H -2.393 -2.603 -3.761  0.00
H 3.707 -3.173 1.437  0.00
H 3.542 -0.845 0.902  0.00
H -0.074 5.524 -3.198  0.00
H 0.820 2.601 3.670  0.00
H 2.974 -0.387 2.981  0.00
H 2.116 1.875 -2.301  -0.04
H -4.458 -1.136 0.522  0.00
H -6.245 -1.335 2.594  0.00
H -0.046 1.738 2.390  0.01
H 5.084 -2.683 -2.037  0.00
H -2.413 -3.734 3.931  0.00
H -3.196 2.930 -2.991  0.00
H 1.851 -3.812 -2.452  0.00
H -0.685 -2.744 -3.298  0.00
H 2.904 4.029 0.662  0.00
H -0.905 -4.540 2.749  0.00
H 4.006 -0.688 -5.019  -0.01
H 4.266 1.728 2.530  0.00
H -0.280 -2.270 4.181  0.00
H 0.207 0.421 -6.425  0.00
H 2.112 0.530 4.207  0.00
H 3.293 2.459 3.806  0.00
H -3.606 0.397 0.716  0.01
H -0.981 -1.721 -5.531  0.01
H -4.434 0.854 4.368  0.00
H 1.786 3.725 -0.671  -0.02
H -3.970 -3.131 4.516  0.00
H 5.211 -1.455 -3.299  0.00
H -5.720 1.082 3.174  0.00
H -4.083 -0.813 5.630  0.00
H -5.368 -1.622 4.097  0.00
H -4.941 -2.524 2.626  0.00
H -0.683 -2.232 5.899  0.00
H -3.130 -0.719 -5.363  0.00
H -2.554 -1.803 0.787  0.01
H -0.218 4.661 -0.906  0.00
H 5.378 2.232 -0.888  0.00
H -1.692 -1.482 -2.587  0.01
H 0.798 3.234 2.015  0.00
H 3.431 3.270 2.256  0.00
H 3.749 2.496 -2.557  0.00
H 1.204 -0.349 2.978  0.00
H 3.314 -5.276 2.683  0.00
H -2.728 -1.210 6.693  0.00
H -5.354 0.335 0.886  0.00
H -1.865 3.748 -4.684  0.00
H -0.757 1.560 -3.485  0.04
H 3.435 4.263 -1.004  0.00
H -2.640 0.352 -4.058  0.01
H 3.499 0.797 -2.162  0.00
H -2.896 4.365 -1.131  0.00
H -0.441 -0.717 5.017  0.00
H 5.003 2.604 0.793  0.00
H 2.677 0.776 -6.524  0.01
H 4.932 0.932 0.214  0.00
H -1.832 5.492 -3.010  0.00
H -2.684 -3.521 5.658  0.00
H -0.096 3.644 -4.626  0.00
H -2.639 0.216 5.649  0.00
H 3.009 -3.419 -1.183  0.00
H 2.854 -0.797 -0.738  0.01
H 4.578 -1.022 -1.719  0.00
H -4.089 1.700 2.861  0.00
H -2.314 -3.041 2.026  0.00
H 1.029 -5.944 3.318  0.00
H -1.997 0.601 -5.693  0.00
H 3.389 -2.877 -3.815  0.00

Force components x, y, z for each atom (eV/Å):
Mo -0.89 0.39 -1.10
P -0.08 -0.41 0.09
P 1.50 -0.14 0.95
O 0.16 -0.28 0.05
O 0.15 -0.13 0.06
O -0.02 -0.19 0.01
O -0.33 0.51 0.87
O 0.10 -0.19 0.00
N 0.51 -0.39 -0.36
N -0.23 0.06 -0.05
N 0.06 0.10 0.17
C -0.08 -0.06 -0.11
C 0.02 -0.05 -0.08
C -0.04 0.20 -0.05
C 0.07 0.05 0.02
C -0.27 0.50 -0.13
C -0.01 0.05 -0.03
C 0.01 0.04 0.00
C 0.18 -0.02 0.05
C 0.02 0.04 -0.79
C -0.23 0.27 -0.02
C -0.02 -0.05 -0.04
C 0.03 0.29 0.04
C -0.38 0.61 -0.20
C 0.22 -0.26 0.26
C 0.12 0.05 -0.07
C 0.00 0.06 -0.04
C 0.03 0.08 0.00
C 0.02 -0.04 0.02
C -0.37 0.13 -0.13
C -0.16 -0.12 0.15
C -0.29 0.22 -0.39
C 0.01 0.06 -0.17
C 0.03 -0.24 0.12
C -0.01 -0.08 0.03
C 0.16 -0.09 -0.03
C -0.07 -0.07 0.02
C 0.08 0.17 -0.19
C -0.05 0.01 0.06
C -0.06 -0.05 -0.12
C -0.17 0.20 0.19
C 0.08 -0.10 0.10
C 0.11 -0.34 0.18
C 0.02 -0.05 -0.09
C 0.01 0.08 -0.03
C 0.15 -0.02 -0.01
C 0.06 0.05 0.03
C -0.42 0.04 -0.15
C 0.06 -0.07 0.06
C 0.06 0.02 0.01
C -0.07 -0.03 0.02
C 0.02 0.00 0.03
C 0.07 0.11 0.25
C -0.08 -0.18 0.08
C -0.11 0.12 -0.18
B 0.28 -0.52 0.75
H 0.03 -0.07 0.02
H 0.00 -0.01 -0.01
H -0.01 0.03 0.01
H -0.01 0.06 0.07
H 0.00 0.01 0.00
H 0.09 -0.02 0.00
H -0.02 -0.05 -0.01
H -0.01 0.01 -0.08
H 0.00 0.04 -0.02
H -0.01 0.01 0.02
H -0.07 0.06 0.04
H 0.01 0.00 -0.01
H -0.07 -0.02 0.10
H 0.00 0.03 -0.01
H -0.04 0.01 0.02
H -0.01 -0.04 -0.01
H -0.02 0.02 -0.05
H 0.05 0.03 -0.03
H 0.01 -0.02 0.04
H 0.00 0.04 0.08
H 0.06 0.01 0.01
H -0.02 -0.02 0.01
H -0.05 0.06 0.00
H -0.05 -0.03 0.02
H 0.03 0.04 -0.11
H 0.01 0.03 0.01
H -0.08 0.03 -0.04
H 0.04 0.06 -0.03
H 0.04 -0.04 0.02
H 0.02 0.04 0.04
H 0.00 -0.02 -0.03
H 0.02 0.01 0.05
H -0.01 -0.04 -0.03
H -0.05 0.00 0.01
H -0.03 -0.01 0.00
H -0.03 0.02 0.02
H -0.01 -0.06 0.02
H 0.05 -0.09 -0.01
H 0.01 0.01 -0.01
H -0.06 -0.07 0.01
H -0.05 0.00 0.02
H 0.05 -0.05 0.05
H 0.04 0.01 0.05
H -0.12 -0.12 0.05
H -0.01 0.01 0.02
H 0.00 -0.02 -0.01
H -0.02 -0.01 0.00
H -0.01 0.01 0.00
H 0.03 -0.03 0.02
H 0.02 -0.02 -0.02
H -0.03 -0.01 -0.04
H 0.00 -0.03 -0.07
H -0.01 0.01 -0.06
H 0.12 0.05 -0.02
H 0.03 -0.06 -0.05
H 0.01 -0.08 -0.03
H 0.08 0.02 -0.02
H 0.01 0.02 0.01
H 0.01 -0.02 -0.01
H -0.02 0.01 -0.01
H -0.03 0.00 0.05
H 0.00 -0.03 -0.01
H 0.17 -0.04 -0.02
H -0.01 0.02 0.07
H 0.01 0.03 -0.01
H 0.00 -0.04 -0.14
H 0.01 0.01 0.00
H -0.04 0.01 -0.01
H -0.01 0.00 0.01

Properties
spin multiplicity	3
lowest unoccupied orbital energy (alpha / beta)	2.4000 / 2.3948	eV
HOMO energy (alpha / beta)	-3.020 / -4.156	eV
Kohn-Sham gap (alpha / beta)	5.42 / 6.55	eV
expectation value of S²	2.063
energy above the lowest of the compared OMol25 structures with the same formula, charge and spin	0.183	eV
charge	-1
total energy	-3034.4105	Ha



Entry 3:
A molecular structure, C12H19BeN3S4 at a distorted geometry. Source: the OMol25 dataset; level of theory: ωB97M-V/def2-TZVPD.

Last column: natural (NBO) charge in e.
CARTESIAN COORDINATES (ANGSTROEM)
S 2.419 -1.856 3.551  -0.22
S 1.567 0.566 1.864  -0.32
S -0.036 -1.764 -0.067  0.16
S -0.036 2.150 -0.396  0.20
N -0.492 -2.108 5.809  -0.31
N 0.489 0.009 -2.100  -0.87
N -1.573 1.187 4.020  -0.39
C 1.586 -2.568 0.238  -0.77
C 0.921 -1.158 3.802  -0.24
C 0.561 -1.326 -2.753  -0.24
C -3.656 0.235 0.163  -0.46
C 1.451 3.136 -0.023  -0.74
C -3.420 0.353 1.485  -0.33
C -0.224 -2.253 -1.836  -0.55
C 0.075 -1.637 4.899  0.26
C 0.493 -0.029 3.039  -0.50
C 0.779 1.241 -2.867  -0.24
C -0.651 0.640 3.543  0.28
C -0.012 2.354 -2.226  -0.57
Be 1.136 -0.055 -0.538  1.31
H -3.638 1.110 -0.510  0.18
H -0.476 0.101 -1.715  0.42
H -1.306 -2.157 -2.051  0.24
H 2.386 2.713 -0.416  0.22
H -3.258 -0.521 2.117  0.21
H 0.501 1.103 -3.927  0.21
H 1.490 3.189 1.072  0.29
H 1.565 -2.823 1.313  0.31
H 1.632 -1.620 -2.851  0.22
H -3.632 -0.744 -0.331  0.18
H 2.517 -1.974 0.049  0.24
H 1.556 -3.463 -0.398  0.21
H 0.372 3.353 -2.437  0.25
H 0.149 -1.280 -3.787  0.22
H -3.343 1.324 1.980  0.22
H 1.867 1.424 -2.816  0.21
H -1.069 2.324 -2.537  0.23
H 0.053 -3.303 -1.913  0.25
H 1.256 4.128 -0.449  0.22

Force components x, y, z for each atom (eV/Å):
S 0.05 -0.95 0.39
S 0.85 1.05 -2.07
S 0.68 -0.44 -0.22
S 0.60 0.18 -0.36
N 0.96 1.03 -1.92
N -0.18 -0.28 -0.37
N 1.57 -0.90 -0.95
C 0.16 -0.56 0.12
C -0.32 1.03 -0.45
C 0.67 0.25 -0.65
C 1.14 0.19 0.47
C -0.30 0.32 0.16
C -0.14 0.03 -1.01
C -0.81 0.01 0.24
C -0.41 -0.88 1.41
C -0.37 -2.14 1.33
C 0.59 -0.31 -0.68
C -1.70 1.28 0.40
C -0.82 0.55 0.67
Be -1.40 1.02 2.99
H -0.42 -0.42 0.50
H 0.58 -0.01 -0.67
H 0.48 -0.11 0.08
H -0.34 0.01 0.13
H -0.21 0.22 -0.12
H 0.11 0.07 0.38
H 0.12 -0.01 -0.45
H 0.31 0.16 -0.37
H -0.69 0.17 0.17
H -0.27 0.30 0.25
H -0.97 -0.18 0.11
H 0.26 0.10 0.38
H 0.00 -0.18 -0.24
H 0.11 -0.10 0.71
H -0.02 -0.36 -0.18
H -0.44 -0.03 -0.08
H 0.39 -0.04 -0.05
H -0.06 0.11 -0.18
H 0.25 -0.19 0.16

Properties
spin multiplicity	1
lowest unoccupied orbital energy (alpha / beta)	-1.1821 / -1.1822	eV
HOMO energy (alpha / beta)	-6.289 / -6.290	eV
Kohn-Sham gap (alpha / beta)	5.11 / 5.11	eV
energy above the lowest of the compared OMol25 structures with the same formula, charge and spin	0.245	eV
total energy	-2240.2864	Ha



Q: Which value of total energy does entry 2 give?
A: -3034.4105 Ha